# 1
{
  "formula": "C54H59N4OPPt",
  "method": "ωB97M-V/def2-TZVPD",
  "lumo_energy_ev": -0.462,
  "energy_ha": -2848.2420,
  "gap_ev": 5.996,
  "largest_force_ev_per_a": 1.286,
  "species": ["Pt", "C", "C", "C", "C", "C", "C", "C", "N", "C", "C", "C", "C", "C", "C", "C", "C", "C", "C", "N", "C", "C", "C", "N", "C", "C", "C", "C", "C", "C", "C", "C", "C", "C", "C", "C", "C", "C", "N", "C", "C", "H", "H", "H", "H", "H", "H", "H", "H", "H", "H", "H", "H", "H", "H", "H", "H", "H", "H", "H", "H", "H", "H", "H", "H", "H", "H", "H", "H", "H", "H", "H", "H", "H", "H", "H", "H", "H", "H", "H", "H", "H", "H", "H", "H", "O", "P", "C", "C", "C", "C", "C", "C", "C", "C", "C", "C", "C", "C", "C", "C", "C", "C", "C", "C", "H", "H", "H", "H", "H", "H", "H", "H", "H", "H", "H", "H", "H", "H", "H"],
  "xyz": [[0.76038, 0.21752, -0.06269], [0.52164, 3.27862, -5.54284], [-0.72535, 3.04500, -4.67923], [-0.34340, 2.82327, -3.24985], [-0.24864, 3.74616, -2.25629], [-0.53254, 5.21294, -2.33356], [-1.95304, 5.57684, -1.88883], [0.19341, 3.03611, -1.07709], [0.38422, 1.71929, -1.37213], [0.09173, 1.56096, -2.69462], [0.25639, 0.39404, -3.41180], [0.69053, -0.82811, -2.91322], [0.81189, -2.03276, -3.68757], [0.61434, -2.15984, -5.16584], [1.85203, -1.69072, -5.94114], [1.15934, -3.02373, -2.81125], [1.20798, -2.41351, -1.51056], [1.34654, -3.11969, -0.32019], [1.30025, -2.59201, 0.95164], [1.14018, -1.27135, 1.25389], [1.20294, -1.16299, 2.60747], [1.07492, 0.01229, 3.32186], [0.89535, 1.27784, 2.77960], [0.74542, 1.55024, 1.45101], [0.61585, 2.90570, 1.34956], [0.36689, 3.59973, 0.17152], [0.69973, 3.51219, 2.64913], [0.85929, 2.49199, 3.54440], [1.06815, 2.59823, 5.02207], [2.54965, 2.41128, 5.37775], [0.58908, 4.97422, 2.95137], [-0.84493, 5.39175, 3.30286], [1.43715, -2.46338, 3.19914], [1.46696, -3.35237, 2.17214], [1.71863, -4.82541, 2.24715], [3.20346, -5.13485, 2.00653], [1.72920, -2.71092, 4.64646], [0.48661, -2.85246, 5.53084], [0.97343, -1.08024, -1.60665], [1.40149, -4.46747, -3.12001], [0.11986, -5.30588, -3.02815], [0.24403, 3.49943, -6.57426], [1.16271, 2.39687, -5.53278], [1.10307, 4.11132, -5.14647], [-1.27956, 2.18138, -5.05415], [-1.38329, 3.91294, -4.75152], [-0.38787, 5.54864, -3.36244], [0.18775, 5.75174, -1.71365], [-2.68847, 5.15323, -2.57332], [-2.08879, 6.65920, -1.87640], [-2.16161, 5.19127, -0.89020], [-0.00213, 0.42003, -4.46286], [-0.25607, -1.57586, -5.47852], [0.41039, -3.20413, -5.40937], [2.07019, -0.64758, -5.71091], [1.70119, -1.78616, -7.01749], [2.71873, -2.28916, -5.65972], [1.44876, -4.19264, -0.41431], [1.11534, -0.05604, 4.40026], [0.24455, 4.67114, 0.25731], [0.46816, 1.84771, 5.54307], [0.73934, 3.58123, 5.36314], [2.90094, 1.43129, 5.05609], [2.71879, 2.50518, 6.45145], [3.15279, 3.16405, 4.86928], [0.92997, 5.55676, 2.09377], [1.24222, 5.22262, 3.79056], [-1.50799, 5.26016, 2.44711], [-0.87306, 6.44096, 3.60035], [-1.23288, 4.78117, 4.11905], [1.10810, -5.35244, 1.51038], [1.42847, -5.19043, 3.23424], [3.49827, -4.81397, 1.00727], [3.39979, -6.20317, 2.10733], [3.81924, -4.59240, 2.72467], [2.33805, -1.88441, 5.02094], [2.32871, -3.61913, 4.73580], [-0.16341, -1.98152, 5.44275], [0.77976, -2.95691, 6.57637], [-0.08726, -3.73635, 5.25087], [2.14335, -4.87313, -2.42859], [1.81695, -4.56568, -4.12534], [-0.30497, -5.24954, -2.02541], [0.33331, -6.34982, -3.26243], [-0.63024, -4.93707, -3.72826], [-1.59669, -1.08303, -0.71935], [-3.06749, -1.03222, -0.53052], [-3.93707, -0.66752, -2.07377], [-5.28036, -0.30254, -2.09396], [-5.88877, 0.00503, -3.30000], [-5.15674, -0.04784, -4.47957], [-3.81514, -0.40294, -4.45667], [-3.20144, -0.71230, -3.25181], [-3.58474, 0.25726, 0.63241], [-4.62167, 0.13148, 1.55045], [-4.89816, 1.17771, 2.41759], [-4.15665, 2.34841, 2.36152], [-3.13608, 2.47932, 1.43072], [-2.84550, 1.43514, 0.56890], [-3.69011, -2.59342, 0.13946], [-4.58557, -3.42890, -0.51423], [-4.94342, -4.63765, 0.06751], [-4.41132, -5.00501, 1.29433], [-3.51292, -4.16976, 1.94790], [-3.14798, -2.96650, 1.36909], [-5.83668, -0.25473, -1.16498], [-6.93238, 0.29098, -3.32487], [-5.63377, 0.19615, -5.42015], [-3.24889, -0.43851, -5.37911], [-2.15357, -0.98159, -3.19730], [-5.20242, -0.78216, 1.59897], [-5.68901, 1.07664, 3.14976], [-4.37044, 3.15716, 3.04902], [-2.54994, 3.38524, 1.38406], [-2.04216, 1.51292, -0.15170], [-4.99933, -3.13493, -1.47112], [-5.64321, -5.29247, -0.43558], [-4.69303, -5.94924, 1.74229], [-3.10452, -4.45534, 2.90874], [-2.43932, -2.30261, 1.85264]],
  "forces_ev_per_a": [[1.24, 0.34, -0.04], [-0.17, -0.04, -0.02], [0.33, 0.04, 0.05], [-0.03, 0.08, 0.02], [0.07, -0.10, -0.18], [-0.15, -0.05, 0.09], [0.05, 0.02, -0.05], [0.03, -0.05, 0.01], [-0.27, -0.27, 0.13], [0.06, 0.07, 0.08], [0.01, -0.36, 0.10], [-0.12, 0.57, 0.09], [0.07, -0.67, 0.14], [0.27, 0.14, 0.06], [-0.16, -0.04, -0.02], [-0.08, 0.27, -0.63], [0.04, -0.08, 0.59], [-0.10, 0.18, -0.39], [-0.02, 0.11, 0.08], [-0.23, 0.02, -0.24], [-0.02, 0.09, 0.11], [-0.07, 0.21, -0.24], [-0.01, -0.53, -0.08], [-0.18, 0.09, 0.20], [-0.11, 0.01, -0.59], [-0.06, -0.22, 0.35], [0.11, -0.19, 0.55], [-0.11, 0.60, -0.14], [0.25, -0.09, -0.12], [-0.09, 0.05, 0.07], [-0.21, -0.06, 0.00], [0.13, 0.01, -0.04], [0.14, -0.11, -0.18], [-0.11, -0.02, 0.16], [0.33, 0.16, -0.03], [-0.19, -0.07, 0.01], [-0.24, 0.01, 0.03], [0.09, -0.01, -0.02], [-0.28, 0.02, 0.10], [-0.23, -0.05, 0.10], [0.15, 0.03, 0.00], [0.06, 0.00, -0.03], [0.03, 0.00, -0.03], [0.01, 0.03, -0.04], [-0.07, 0.06, -0.01], [-0.06, -0.05, 0.00], [0.08, 0.05, 0.03], [0.04, 0.04, -0.07], [-0.03, -0.06, 0.03], [-0.02, 0.01, 0.01], [-0.01, -0.01, 0.02], [0.02, 0.04, -0.03], [-0.03, -0.07, -0.02], [-0.09, 0.03, -0.02], [0.06, 0.01, -0.01], [0.02, 0.02, -0.01], [0.04, 0.03, 0.00], [0.09, -0.02, 0.07], [0.09, 0.00, 0.03], [-0.03, 0.02, -0.04], [-0.05, 0.07, 0.04], [-0.09, -0.05, 0.04], [0.04, 0.00, 0.00], [-0.01, -0.01, 0.01], [0.03, -0.01, -0.01], [0.10, 0.04, 0.06], [0.07, 0.01, -0.05], [-0.02, 0.00, -0.03], [-0.08, 0.00, 0.01], [-0.01, 0.03, 0.03], [-0.04, -0.02, 0.06], [-0.07, -0.03, -0.04], [0.05, -0.02, 0.00], [0.06, 0.01, -0.02], [0.04, -0.03, 0.00], [0.08, -0.07, 0.03], [0.07, 0.05, 0.02], [-0.03, 0.00, -0.02], [-0.05, -0.01, 0.03], [-0.05, 0.01, -0.03], [0.06, 0.01, -0.06], [0.06, 0.04, 0.03], [-0.04, -0.01, 0.01], [-0.07, -0.03, 0.02], [-0.03, 0.00, 0.00], [-0.43, -0.09, -0.14], [-0.01, -0.17, 0.03], [-0.04, -0.05, 0.24], [0.07, -0.03, -0.07], [-0.08, 0.00, 0.01], [0.05, 0.01, -0.03], [-0.03, 0.00, -0.03], [0.01, -0.05, 0.02], [0.09, -0.17, -0.19], [0.06, -0.02, -0.04], [-0.12, 0.02, 0.10], [0.02, 0.00, 0.00], [0.06, 0.01, -0.02], [-0.08, 0.03, 0.05], [-0.05, 0.28, -0.03], [0.02, 0.06, 0.05], [-0.06, -0.07, -0.01], [-0.01, -0.01, -0.02], [0.02, 0.02, 0.03], [-0.05, -0.03, -0.03], [-0.06, 0.04, -0.02], [0.00, 0.00, 0.01], [-0.01, 0.00, 0.00], [0.01, 0.01, 0.00], [0.03, 0.00, -0.03], [0.03, -0.02, 0.03], [-0.02, -0.01, -0.01], [-0.01, 0.00, -0.01], [0.06, 0.08, 0.00], [0.13, 0.05, 0.01], [-0.01, -0.02, -0.01], [0.01, -0.01, -0.01], [-0.02, 0.00, 0.01], [0.03, -0.02, -0.01], [0.03, -0.07, 0.06]]
}

***

# 2
{
  "formula": "C54H60BN6O4Sc",
  "method": "ωB97M-V/def2-TZVPD",
  "lumo_energy_ev": -0.631,
  "energy_ha": -3509.0883,
  "gap_ev": 5.731,
  "largest_force_ev_per_a": 0.484,
  "species": ["Sc", "C", "C", "C", "C", "C", "C", "C", "N", "C", "C", "C", "C", "C", "C", "C", "C", "C", "C", "N", "C", "C", "C", "N", "C", "C", "C", "C", "C", "C", "C", "C", "C", "C", "C", "C", "C", "C", "N", "C", "C", "H", "H", "H", "H", "H", "H", "H", "H", "H", "H", "H", "H", "H", "H", "H", "H", "H", "H", "H", "H", "H", "H", "H", "H", "H", "H", "H", "H", "H", "H", "H", "H", "H", "H", "H", "H", "H", "H", "H", "H", "H", "H", "H", "H", "O", "C", "C", "C", "C", "N", "C", "C", "C", "C", "C", "C", "O", "C", "C", "N", "H", "H", "H", "H", "H", "H", "H", "H", "H", "H", "H", "H", "O", "B", "O", "C", "C", "C", "C", "C", "C", "H", "H", "H", "H"],
  "xyz": [[-0.42486, -0.34170, 0.31353], [-6.13063, 2.73433, -0.77652], [-4.78364, 3.11712, -1.39475], [-3.82349, 1.96979, -1.43028], [-3.52014, 1.16022, -2.48509], [-4.00330, 1.26934, -3.89636], [-3.01757, 2.04936, -4.77088], [-2.57896, 0.18152, -1.98629], [-2.28563, 0.42769, -0.68234], [-3.04610, 1.49119, -0.31101], [-3.02166, 2.07660, 0.95297], [-2.24195, 1.67936, 2.02595], [-2.16375, 2.36862, 3.29921], [-2.87285, 3.64308, 3.63185], [-2.15954, 4.87266, 3.06343], [-1.29451, 1.65848, 4.06948], [-0.87654, 0.52271, 3.27214], [-0.11025, -0.53491, 3.75754], [0.21706, -1.69499, 3.07699], [-0.07684, -1.94599, 1.76791], [0.33284, -3.22199, 1.52352], [0.17698, -3.88856, 0.31962], [-0.42210, -3.36985, -0.82839], [-0.97982, -2.13789, -0.91553], [-1.39721, -1.99605, -2.21143], [-2.10093, -0.91058, -2.71037], [-1.05070, -3.17495, -2.98005], [-0.45833, -4.04108, -2.11149], [0.12454, -5.38929, -2.39502], [1.64531, -5.34530, -2.56896], [-1.24614, -3.32516, -4.45474], [-0.15793, -2.58826, -5.24265], [0.95778, -3.78867, 2.70910], [0.88474, -2.83854, 3.67395], [1.41048, -2.89132, 5.07311], [2.77740, -2.21356, 5.19675], [1.50525, -5.17663, 2.81708], [0.40778, -6.22349, 3.02576], [-1.42804, 0.58318, 2.03027], [-0.79099, 1.96811, 5.44283], [0.64905, 2.49004, 5.41853], [-6.81398, 3.58529, -0.76176], [-6.00245, 2.37938, 0.24699], [-6.59840, 1.92908, -1.34476], [-4.34658, 3.94916, -0.83423], [-4.93823, 3.49064, -2.40974], [-4.97993, 1.75811, -3.91469], [-4.16004, 0.27346, -4.31766], [-2.89093, 3.06590, -4.38963], [-3.35989, 2.11113, -5.80521], [-2.03506, 1.57183, -4.76079], [-3.65135, 2.94654, 1.09967], [-2.95609, 3.74042, 4.71598], [-3.89810, 3.60715, 3.25389], [-1.14771, 4.95241, 3.46405], [-2.69853, 5.79014, 3.30593], [-2.07859, 4.80530, 1.97601], [0.20830, -0.46797, 4.79007], [0.56591, -4.89738, 0.26089], [-2.38702, -0.95901, -3.75434], [-0.32864, -5.79721, -3.30100], [-0.13425, -6.08210, -1.58981], [1.91520, -4.70911, -3.41445], [2.05205, -6.34211, -2.74729], [2.12803, -4.93498, -1.67971], [-2.22955, -2.94511, -4.74335], [-1.24133, -4.38354, -4.72352], [-0.15670, -1.52417, -4.99735], [-0.30418, -2.69286, -6.31913], [0.82981, -2.97961, -4.99077], [1.48023, -3.93186, 5.39829], [0.69985, -2.41246, 5.75154], [3.51247, -2.71354, 4.56367], [3.13846, -2.23565, 6.22631], [2.73181, -1.17288, 4.87005], [2.21424, -5.21939, 3.64645], [2.08045, -5.41837, 1.91874], [-0.13383, -6.03056, 3.95297], [0.82726, -7.22959, 3.07777], [-0.31866, -6.19646, 2.21250], [-0.84828, 1.07387, 6.07002], [-1.44152, 2.70845, 5.91312], [1.32930, 1.75297, 4.98919], [0.99576, 2.73378, 6.42422], [0.72155, 3.38681, 4.80063], [3.49923, 0.20163, -5.80258], [3.90597, -0.65324, -4.74911], [2.92177, -0.55540, -3.61923], [2.84475, -1.55580, -2.65987], [1.94845, -1.42189, -1.61967], [1.13155, -0.37248, -1.49309], [1.23137, 0.60938, -2.39152], [2.10865, 0.55424, -3.46716], [0.45922, 1.83490, -2.07494], [0.24557, 2.85085, -2.99609], [-0.33406, 4.03782, -2.57333], [-0.57120, 5.17484, -3.53251], [0.57132, 6.01139, -3.66036], [-0.62643, 4.17043, -1.22310], [-0.41387, 3.09334, -0.37745], [0.06465, 1.92769, -0.79869], [4.16096, 0.17188, -6.49883], [4.89484, -0.36355, -4.37357], [3.96694, -1.69485, -5.08181], [3.47323, -2.43608, -2.71340], [1.88117, -2.18347, -0.85356], [2.17748, 1.37245, -4.16792], [0.52793, 2.72022, -4.03264], [-1.44645, 5.75098, -3.21288], [-0.76897, 4.78829, -4.53191], [0.84359, 6.29668, -2.78189], [-1.05165, 5.08712, -0.83070], [-0.64611, 3.15618, 0.67716], [2.78853, -0.49615, 1.47505], [1.66949, 0.39488, 1.34242], [2.04197, 1.59440, 2.01380], [3.27683, 1.40352, 2.56136], [4.02311, 2.25944, 3.34184], [5.26507, 1.79827, 3.78002], [5.72534, 0.53267, 3.43833], [4.96192, -0.32620, 2.64763], [3.73304, 0.13383, 2.22523], [3.65587, 3.24374, 3.60147], [5.88160, 2.43901, 4.39740], [6.69365, 0.20532, 3.79509], [5.30802, -1.31677, 2.38190]],
  "forces_ev_per_a": [[0.06, 0.36, -0.32], [-0.02, 0.03, 0.00], [-0.01, -0.01, 0.00], [0.01, 0.01, -0.10], [0.00, 0.05, 0.06], [0.00, 0.00, -0.02], [0.01, 0.01, -0.01], [0.08, -0.07, -0.08], [-0.23, -0.14, 0.06], [0.04, 0.03, 0.11], [-0.01, -0.02, -0.08], [-0.07, -0.05, -0.01], [0.02, -0.03, 0.06], [0.00, -0.01, 0.01], [-0.01, 0.03, -0.02], [-0.07, 0.01, -0.02], [0.01, -0.07, 0.08], [-0.05, 0.03, -0.04], [0.00, 0.03, -0.04], [-0.04, -0.20, 0.24], [0.03, -0.01, 0.00], [0.00, 0.09, -0.03], [0.08, -0.09, 0.05], [-0.03, 0.03, -0.10], [0.01, -0.01, 0.02], [-0.03, 0.02, 0.04], [0.02, -0.01, 0.04], [-0.07, 0.02, -0.05], [-0.02, 0.00, -0.01], [0.02, 0.00, 0.00], [0.00, 0.00, 0.00], [-0.02, 0.02, -0.02], [-0.04, 0.01, 0.02], [0.00, -0.03, -0.01], [-0.01, 0.00, 0.01], [0.03, 0.01, -0.01], [0.01, 0.00, 0.00], [0.00, -0.02, 0.01], [0.01, 0.16, 0.16], [0.00, 0.00, 0.00], [0.02, 0.00, 0.01], [0.00, -0.01, 0.01], [0.01, 0.00, 0.00], [0.01, 0.00, -0.01], [0.01, -0.01, 0.01], [-0.01, -0.01, -0.01], [0.01, 0.01, 0.00], [0.01, 0.00, 0.00], [-0.01, -0.02, 0.00], [0.00, 0.00, 0.00], [-0.01, 0.00, -0.01], [0.00, -0.01, 0.01], [0.01, 0.01, 0.00], [0.01, 0.00, -0.02], [0.00, -0.01, 0.00], [0.01, 0.00, 0.00], [-0.01, 0.00, 0.00], [0.01, 0.00, 0.00], [0.00, 0.00, 0.00], [0.00, -0.01, 0.00], [0.00, 0.00, 0.00], [0.02, 0.01, 0.01], [-0.01, 0.00, 0.00], [0.00, 0.01, -0.01], [0.00, 0.00, 0.00], [0.00, 0.01, 0.00], [0.01, 0.00, 0.01], [0.01, 0.00, 0.00], [0.00, 0.00, 0.01], [0.00, -0.01, 0.00], [0.02, 0.00, -0.01], [0.00, 0.00, 0.00], [0.00, 0.00, 0.00], [0.00, 0.00, 0.00], [-0.01, 0.01, 0.00], [0.00, 0.00, 0.00], [-0.02, 0.00, -0.01], [0.00, 0.01, 0.00], [0.00, 0.00, 0.00], [0.00, 0.00, -0.01], [0.01, 0.00, 0.00], [0.00, 0.00, -0.01], [-0.01, -0.01, -0.01], [0.00, 0.00, -0.01], [-0.01, 0.01, 0.01], [-0.01, 0.00, 0.00], [0.02, 0.00, 0.00], [-0.02, 0.06, -0.01], [0.01, -0.03, 0.02], [-0.08, -0.01, -0.06], [0.28, -0.16, -0.04], [-0.09, 0.03, 0.07], [-0.05, -0.03, -0.05], [-0.03, 0.04, 0.00], [0.07, -0.02, 0.06], [-0.02, 0.02, 0.01], [0.01, -0.01, 0.03], [0.00, -0.01, -0.03], [-0.03, -0.01, -0.03], [0.02, 0.01, 0.02], [0.07, 0.03, 0.00], [0.01, 0.01, 0.01], [0.01, -0.02, 0.00], [-0.01, 0.00, 0.00], [0.00, 0.00, 0.00], [-0.04, 0.01, 0.03], [0.01, -0.02, -0.01], [-0.02, 0.03, 0.00], [0.01, 0.01, 0.01], [0.00, 0.00, 0.00], [-0.01, -0.01, 0.00], [0.01, 0.00, 0.00], [0.01, 0.00, -0.01], [-0.05, 0.01, -0.04], [0.21, -0.13, -0.04], [-0.09, 0.07, 0.05], [0.05, -0.07, -0.02], [-0.06, -0.01, -0.02], [0.03, 0.01, 0.02], [0.04, 0.01, 0.03], [-0.08, -0.04, -0.05], [0.05, 0.10, 0.09], [0.00, 0.00, 0.00], [-0.01, 0.00, 0.00], [-0.01, 0.00, 0.00], [0.00, 0.01, 0.00]]
}